(1)
102
Properties=species:S:1:pos:R:3 method="wB97M-V/def2-TZVPD" e_above_lowest_kj_mol=627.2 energy_ha=-6903.82364 lumo_ev=-6.655 gap_ev=2.9288 charge=0 homo_energy_ev=-9.58
O 15.95 -6.29 24.83
V 17.19 -7.14 24.45
O 18.01 -6.29 23.42
N 17.94 -9.92 28.10
S 19.34 -10.22 29.02
O 20.10 -11.45 28.84
O 19.41 -9.49 30.33
F 20.18 -9.18 28.09
S 17.17 -10.94 28.92
O 16.47 -10.39 30.02
O 17.39 -12.39 28.92
F 15.85 -10.97 28.00
O 21.79 -8.58 36.51
S 20.69 -9.20 37.35
O 20.57 -8.98 38.74
O 19.31 -8.67 36.62
C 18.04 -9.10 37.22
C 16.98 -9.43 36.22
C 20.56 -10.98 36.89
H 17.74 -8.33 37.94
H 18.19 -9.98 37.85
H 16.90 -8.65 35.46
H 15.99 -9.58 36.65
H 17.26 -10.42 35.86
H 21.46 -11.49 37.24
H 20.48 -11.05 35.80
H 19.58 -11.40 37.09
O 12.72 -1.74 35.37
S 13.85 -2.07 34.55
O 15.16 -2.32 35.23
O 13.53 -3.35 33.57
C 12.18 -3.60 33.20
C 12.03 -4.51 31.98
C 14.10 -0.64 33.27
H 11.63 -2.67 33.11
H 11.78 -4.19 34.03
H 12.39 -5.50 32.25
H 12.49 -4.13 31.06
H 10.97 -4.35 31.83
H 14.88 0.00 33.67
H 13.17 -0.09 33.23
H 14.35 -1.15 32.33
O 22.29 -1.27 31.40
S 20.84 -1.53 31.39
O 19.84 -0.44 31.31
O 20.57 -2.50 30.10
C 19.28 -3.01 29.98
C 18.77 -2.35 28.72
C 20.61 -2.88 32.65
H 18.52 -2.79 30.73
H 19.34 -4.10 29.91
H 19.24 -2.61 27.77
H 18.58 -1.30 28.93
H 17.80 -2.79 28.50
H 21.05 -2.57 33.60
H 21.05 -3.80 32.26
H 19.55 -2.91 32.92
O 9.79 -20.28 24.63
S 10.51 -19.15 24.04
O 10.10 -18.62 22.78
O 10.47 -17.94 25.17
C 10.66 -16.64 24.78
C 11.23 -15.80 25.88
C 12.30 -19.47 23.99
H 9.80 -16.16 24.32
H 11.46 -16.71 24.04
H 10.86 -15.97 26.89
H 11.33 -14.76 25.57
H 12.25 -16.07 26.16
H 12.52 -19.34 25.05
H 12.73 -18.65 23.42
H 12.40 -20.50 23.65
O 27.77 -3.63 25.62
S 26.95 -4.73 25.01
O 27.46 -5.79 24.09
O 26.10 -5.55 26.27
C 25.79 -4.90 27.46
C 26.78 -5.10 28.59
C 25.56 -3.94 24.09
H 24.82 -5.27 27.80
H 25.58 -3.83 27.40
H 26.45 -4.56 29.48
H 27.77 -4.76 28.27
H 26.79 -6.18 28.71
H 24.94 -3.49 24.86
H 25.06 -4.75 23.56
H 25.98 -3.11 23.52
O 14.20 -14.90 36.35
S 13.85 -16.17 35.66
O 13.57 -17.43 36.28
O 12.54 -15.97 34.63
C 11.37 -15.34 35.10
C 10.40 -16.47 35.64
C 15.22 -16.40 34.40
H 10.94 -14.72 34.31
H 11.53 -14.60 35.89
H 9.67 -16.88 34.94
H 9.88 -16.02 36.48
H 10.90 -17.38 35.97
H 15.63 -15.51 33.91
H 14.80 -17.11 33.69
H 16.03 -16.91 34.91

---

(2)
19
Properties=species:S:1:pos:R:3 method="wB97M-V/def2-TZVPD" e_above_lowest_kj_mol=0.0 energy_ha=-459.01834 lumo_ev=-2.901 gap_ev=12.5761 charge=+1 homo_energy_ev=-15.48
O 1.13 0.96 1.04
H 1.73 0.83 1.79
H 0.33 1.38 1.44
O 0.74 2.06 -1.67
H 1.09 2.74 -2.26
H 1.44 1.95 -1.02
O 0.08 -0.64 -2.57
H 0.48 0.23 -2.41
H 0.50 -0.95 -3.38
O -0.91 -3.10 1.18
H -0.84 -3.95 0.73
H -1.87 -3.00 1.23
O -1.31 1.59 2.08
H -2.15 1.58 1.60
H -1.28 2.47 2.48
O 0.28 -1.13 -0.08
H -0.22 -1.77 0.50
H 0.66 -0.30 0.39
H 0.13 -0.96 -1.06